1.
A structure of composition C29H28BrCoF4N2Te, computed with wB97M-V/def2-TZVPD.

- Charge: -1
- Lowest unoccupied orbital energy (alpha / beta): 2.6 / 2.6 eV
- 2S+1: 4
- HOMO energy (alpha / beta): -4.1 / -4.0 eV
- HOMO-LUMO gap (alpha / beta): 6.637 / 6.610 eV

Last column: Mulliken charge in e.
Atoms and positions in Å:
Co (-0.530, -0.625, -0.424)  -0.514
C (-0.528, 0.100, 2.831)  -1.347
N (0.016, -0.820, 1.849)  0.657
C (-0.607, -2.136, 1.890)  -0.805
C (1.469, -0.888, 1.906)  -1.578
C (2.041, -1.697, 0.755)  -0.749
N (1.473, -1.211, -0.488)  1.089
C (2.197, -1.308, -1.615)  -0.285
C (1.731, -0.639, -2.781)  0.204
F (0.598, 0.086, -2.679)  -0.357
C (2.374, -0.681, -3.990)  0.273
F (1.849, 0.002, -5.026)  -0.345
C (3.553, -1.386, -4.176)  -0.721
C (4.029, -2.050, -3.067)  0.385
F (5.153, -2.791, -3.181)  -0.358
C (3.398, -2.025, -1.840)  0.170
F (3.924, -2.829, -0.877)  -0.444
H (-0.347, -0.242, 3.862)  0.339
H (-1.601, 0.211, 2.675)  0.362
H (-0.066, 1.080, 2.699)  0.325
H (-0.094, -2.899, 2.495)  0.162
H (-0.661, -2.582, 0.891)  -0.034
H (-1.629, -2.034, 2.253)  0.468
H (1.791, -1.318, 2.870)  0.376
H (1.845, 0.137, 1.845)  0.541
H (1.857, -2.770, 0.916)  0.220
H (3.125, -1.565, 0.797)  0.616
H (4.060, -1.419, -5.127)  0.492
Br (-3.275, -0.068, -0.102)  -0.067
C (-2.989, 1.768, 0.282)  0.669
C (-4.053, 2.533, 0.658)  -0.709
C (-3.858, 3.905, 0.923)  -0.481
C (-2.613, 4.448, 0.804)  -0.894
C (-1.503, 3.656, 0.415)  0.872
C (-0.213, 4.223, 0.304)  -0.799
C (0.841, 3.440, -0.066)  -1.135
C (0.653, 2.068, -0.339)  0.667
C (-0.573, 1.437, -0.259)  -0.863
C (-1.669, 2.269, 0.133)  0.979
H (-5.036, 2.092, 0.750)  0.409
H (-4.701, 4.516, 1.220)  0.365
H (-2.450, 5.501, 1.006)  0.341
H (-0.085, 5.279, 0.519)  0.321
H (1.833, 3.871, -0.152)  0.419
H (1.520, 1.481, -0.626)  0.200
C (0.738, -7.076, 1.931)  -1.612
C (0.150, -6.099, 0.947)  0.641
C (-1.128, -5.590, 1.111)  -0.829
C (-1.679, -4.674, 0.214)  1.455
C (-3.101, -4.232, 0.441)  -1.599
C (-0.919, -4.215, -0.872)  -0.542
Te (-1.670, -2.652, -2.120)  -0.320
C (0.343, -4.792, -1.097)  1.544
C (1.143, -4.510, -2.339)  -1.754
C (0.860, -5.702, -0.179)  -0.835
H (0.074, -7.219, 2.784)  0.352
H (1.701, -6.727, 2.310)  0.327
H (0.907, -8.052, 1.471)  0.349
H (-1.725, -5.915, 1.958)  0.219
H (-3.563, -4.837, 1.224)  0.395
H (-3.683, -4.326, -0.476)  0.382
H (-3.178, -3.181, 0.730)  0.099
H (1.100, -3.459, -2.623)  0.284
H (0.725, -5.067, -3.183)  0.398
H (2.183, -4.811, -2.210)  0.303
H (1.850, -6.110, -0.359)  0.310

=====

2.
A cluster of 2 separate species, C29H28BrN2OS in total at a distorted geometry, computed with wB97M-V/def2-TZVPD.

- Charge: +1
- Lowest unoccupied orbital energy: -4.1 eV
- Relative energy (zero: lowest compared OMol25 entry of this formula, charge and spin): 0.0 kJ/mol
- HOMO energy: -10.4 eV
- HOMO-LUMO gap: 6.243 eV

Last column: Mulliken charge in e.
Atoms and positions in Å:
C (-4.257, 0.895, 4.326)  -1.133
S (-4.043, -0.016, 2.737)  0.325
C (-4.765, 1.329, 1.708)  -1.097
C (-2.392, 0.318, 2.421)  -1.199
C (-1.430, -0.727, 2.607)  1.136
C (0.005, -0.355, 2.928)  0.460
C (0.495, 0.962, 3.066)  -0.357
C (1.828, 1.185, 3.409)  -0.663
C (2.708, 0.112, 3.591)  -0.105
Br (4.550, 0.407, 3.919)  -0.164
C (2.216, -1.202, 3.512)  -0.498
C (0.877, -1.433, 3.183)  -0.387
O (-1.764, -1.937, 2.449)  -0.798
H (-5.338, 0.966, 4.472)  0.438
H (-3.773, 0.308, 5.113)  0.391
H (-3.799, 1.886, 4.208)  0.363
H (-5.856, 1.216, 1.763)  0.424
H (-4.432, 2.290, 2.124)  0.551
H (-4.391, 1.194, 0.685)  0.294
H (-2.112, 1.373, 2.354)  0.403
H (-0.171, 1.802, 2.894)  0.312
H (2.161, 2.196, 3.545)  0.467
H (2.864, -2.046, 3.714)  0.436
H (0.511, -2.470, 3.146)  0.449
C (1.301, -3.720, -0.538)  -0.802
N (0.015, -3.205, -0.977)  0.197
C (-0.707, -2.283, -0.276)  -1.054
C (-1.943, -2.054, -0.906)  0.609
C (-2.973, -1.236, -0.402)  1.367
C (-4.014, -0.803, -1.243)  1.112
C (-3.958, -0.519, -2.626)  -2.119
N (-5.208, -0.248, -3.099)  0.269
C (-5.517, -0.078, -4.506)  -0.853
C (-6.142, -0.333, -2.063)  0.145
C (-5.435, -0.706, -0.890)  0.814
C (-6.161, -1.062, 0.240)  -0.077
C (-7.567, -1.014, 0.203)  -1.019
C (-8.252, -0.641, -0.974)  -0.676
C (-7.534, -0.288, -2.137)  -0.897
C (-1.933, -2.903, -2.114)  0.410
C (-0.683, -3.575, -2.123)  0.152
C (-0.295, -4.466, -3.114)  -0.911
C (-1.209, -4.736, -4.148)  -0.746
C (-2.481, -4.127, -4.120)  -0.880
C (-2.855, -3.233, -3.096)  -0.055
H (1.648, -4.517, -1.208)  0.295
H (2.046, -2.910, -0.499)  0.319
H (1.211, -4.112, 0.489)  0.312
H (-0.333, -1.874, 0.655)  0.497
H (-2.961, -0.958, 0.652)  -0.492
H (-3.091, -0.464, -3.276)  0.601
H (-6.600, 0.033, -4.628)  0.290
H (-5.008, 0.813, -4.910)  0.322
H (-5.184, -0.963, -5.077)  0.316
H (-5.627, -1.325, 1.154)  0.838
H (-8.142, -1.278, 1.097)  0.420
H (-9.353, -0.662, -0.984)  0.374
H (-8.040, -0.034, -3.078)  0.269
H (0.692, -4.923, -3.079)  0.278
H (-0.954, -5.419, -4.971)  0.382
H (-3.203, -4.347, -4.911)  0.400
H (-3.844, -2.777, -3.065)  0.544